Record 1
The following is a quantum chemistry calculation of C13H17CoIN2 as an isolated structure, from OMol25.

Results
2S+1: 4
E_tot (Eh): -2295.4957
F_max (eV Å⁻¹): 3.30
Kohn-Sham gap (spin up / spin down) (eV): 4.99 / 6.68
<S²>: 3.791

Geometry (Å):
C  3.3343  -3.0752  0.0787
C  2.2223  -4.0474  0.4791
H  3.4272  -3.0489  -1.0103
H  4.2779  -3.4463  0.4830
H  3.2052  -2.0553  0.4337
H  1.2209  -3.6955  0.2433
H  2.3679  -4.9887  -0.0575
H  2.2599  -4.2822  1.5490
C  1.5109  2.1389  -1.1482
C  1.4201  3.2796  -1.9427
C  0.1679  3.8137  -2.2601
C  -0.9787  3.1898  -1.7784
H  2.4405  1.6731  -0.8446
H  2.3396  3.7332  -2.2999
H  0.0924  4.7196  -2.8572
H  -1.9837  3.5638  -1.9902
N  0.3986  1.5395  -0.6594
C  -0.8324  2.0562  -0.9667
C  -1.8831  1.3407  -0.2899
N  -1.4065  0.3414  0.5315
C  -2.2660  -0.3777  1.2929
C  -4.1327  0.8864  0.4130
C  -3.6313  -0.1254  1.2366
H  -1.8140  -1.1413  1.9215
H  -4.2833  -0.7266  1.8570
C  -3.2465  1.6287  -0.3563
H  -3.5489  2.4345  -1.0173
H  -5.1948  1.1033  0.3770
Co  0.4421  0.1630  0.6836
C  0.5579  -1.6214  1.3207
H  0.0444  -2.1561  0.5008
H  0.0850  -1.8648  2.2703
H  1.6096  -1.9069  1.3415
I  1.7772  0.9546  2.4654

---

Record 2
The following is a quantum chemistry calculation of the molecule C2Cl4O2S, from OMol25.

Results
SMILES string: O=S(=O)(Cl)C(Cl)=C(Cl)Cl
E_tot (Eh): -2465.5507
F_max (eV Å⁻¹): 3.95
Kohn-Sham gap (eV): 9.12

Geometry (Å):
C  0.6482  -0.6989  0.1162
C  1.4534  0.2797  -0.2842
O  -2.2590  -1.0544  0.6610
O  -1.4098  1.1568  1.2394
S  -1.4402  0.0425  0.3633
Cl  0.6742  -2.3530  0.0999
Cl  3.1764  -0.0126  -0.5840
Cl  1.0083  1.9600  -0.1781
Cl  -1.8515  0.6799  -1.4336

---

Record 3
The following is a quantum chemistry calculation of C35H41CsF5N6O4PS2Te as an isolated structure, from OMol25.

Results
Total charge: -2
E_tot (Eh): -3913.1576
F_max (eV Å⁻¹): 1.68
Kohn-Sham gap (eV): 5.20

Geometry (Å):
Cs  -0.0325  1.4390  0.2725
O  2.7208  -1.9156  1.9696
N  1.5321  -2.3957  2.4231
C  1.5748  -3.3941  3.2095
C  0.3261  -4.1372  3.4728
C  0.2842  -5.0011  4.5671
C  -0.8368  -5.7726  4.8275
C  -1.9300  -5.7009  3.9752
C  -1.8902  -4.8706  2.8634
C  -0.7809  -4.0800  2.5834
P  -0.5172  -2.9895  1.0987
C  -1.5056  -1.6170  1.9439
C  -0.9800  -0.5872  2.7395
C  -1.8247  0.1915  3.5278
C  -3.1926  -0.0115  3.5319
C  -3.7327  -0.9916  2.7186
C  -2.8960  -1.7835  1.9527
C  -1.7425  -3.5953  -0.1275
C  -1.8370  -4.9609  -0.4019
C  -2.5884  -5.4304  -1.4703
C  -3.2360  -4.5376  -2.3126
C  -3.1113  -3.1737  -2.0807
C  -2.3749  -2.7064  -1.0031
H  2.5089  -1.3742  1.1695
H  2.5160  -3.8053  3.5786
H  1.1451  -5.0605  5.2245
H  -0.8564  -6.4264  5.6914
H  -2.8171  -6.2912  4.1740
H  -2.7427  -4.8381  2.1950
H  0.0876  -0.4055  2.7810
H  -1.4009  0.9390  4.1829
H  -3.8216  0.6049  4.1613
H  -4.8030  -1.1637  2.6972
H  -3.3436  -2.5742  1.3663
H  -1.3026  -5.6682  0.2233
H  -2.6564  -6.4970  -1.6519
H  -3.8164  -4.8995  -3.1528
H  -3.5832  -2.4649  -2.7516
H  -2.2552  -1.6397  -0.8532
O  0.3051  -1.1688  -0.4636
C  0.3971  -0.8480  -1.6774
O  -0.3877  -0.0535  -2.2625
C  1.5499  -1.4485  -2.4364
C  1.2715  -2.3606  -3.4449
C  2.2867  -2.9931  -4.1497
C  3.6040  -2.6826  -3.8326
C  3.8878  -1.7628  -2.8362
C  2.8801  -1.1119  -2.0998
S  3.3127  0.0742  -0.8872
H  0.2321  -2.5774  -3.6719
H  2.0540  -3.7099  -4.9289
H  4.4198  -3.1608  -4.3663
H  4.9166  -1.5196  -2.5980
C  3.0508  3.3544  1.3275
N  3.6786  4.0547  0.2148
C  3.8882  5.4652  0.4974
C  3.0441  3.8272  -1.0271
N  1.8225  3.4823  -1.0754
N  3.8763  4.0164  -2.1237
C  5.2812  3.6564  -2.0302
C  3.2945  3.7472  -3.4231
H  3.7040  3.4445  2.1985
H  2.9556  2.2998  1.0703
H  2.0689  3.7603  1.5829
H  2.9502  5.9687  0.7723
H  4.3069  5.9602  -0.3790
H  4.5910  5.5704  1.3277
H  1.5070  3.2207  -2.0047
H  5.6141  3.7421  -1.0013
H  5.8748  4.3234  -2.6629
H  5.4419  2.6211  -2.3543
H  3.0769  2.6798  -3.5591
H  4.0013  4.0618  -4.1921
H  2.3700  4.3098  -3.5543
S  -0.7379  3.9315  -3.8962
C  -1.9850  3.1076  -3.1253
N  -2.7926  3.7479  -2.2475
C  -3.6236  3.0992  -1.2295
C  -3.3893  1.6029  -1.2441
C  -3.3253  1.1158  -2.6792
N  -2.2483  1.8086  -3.3715
H  -2.5072  4.6989  -2.0832
H  -4.6793  3.3144  -1.4270
H  -3.3612  3.5099  -0.2525
H  -4.1557  1.0983  -0.6556
H  -2.4185  1.3700  -0.8286
H  -4.2741  1.3000  -3.1976
H  -3.1036  0.0514  -2.7248
H  -1.4280  1.2497  -3.5853
F  -1.9917  5.3376  3.3724
Te  -1.1248  3.6665  3.2403
F  0.2465  4.7931  2.5999
F  -0.4735  4.0191  4.9553
F  0.3458  2.4263  3.2277
F  -2.6316  3.0301  4.1903
O  -1.7562  3.0645  1.6963

---

Record 4
The following is a quantum chemistry calculation of C31H46N9O4OsS as an isolated structure, from OMol25.

Results
Total charge: +3
2S+1: 5
E_tot (Eh): -2490.5062
F_max (eV Å⁻¹): 0.43
Kohn-Sham gap (spin up / spin down) (eV): 8.50 / 5.41
<S²>: 6.020

Geometry (Å):
Os  0.2546  0.4454  0.1129
C  -2.2682  -2.2343  2.6383
C  -2.2804  -1.0036  1.7457
C  -3.5741  -0.2161  1.8914
O  -1.1417  -0.1423  2.0620
C  -2.1026  -1.4002  0.2838
O  -2.7130  -2.2630  -0.2478
O  -1.1889  -0.6546  -0.4539
H  -2.5263  -1.9605  3.6617
H  -1.2980  -2.7311  2.6384
H  -3.0106  -2.9461  2.2818
H  -3.6955  0.1117  2.9227
H  -4.4151  -0.8565  1.6283
H  -3.5950  0.6567  1.2388
H  -0.9288  -0.2383  3.0006
C  -1.1394  3.0570  0.9751
N  -1.7244  4.3072  0.6233
C  -2.8946  4.0929  -0.2334
N  -2.4897  3.4194  -1.4693
C  -1.9280  2.1477  -1.1691
N  -0.6718  2.2856  -0.2763
C  0.2920  3.2374  -1.0330
N  -0.3393  4.4801  -1.3309
C  -0.7570  5.1406  -0.0936
C  -1.5154  4.2541  -2.1735
H  -1.8609  2.4202  1.4867
H  -0.2617  3.2102  1.6030
H  -3.3384  5.0565  -0.4771
H  -3.6341  3.4885  0.2934
H  -1.6103  1.6274  -2.0703
H  -2.6376  1.5369  -0.6121
H  0.5930  2.7169  -1.9400
H  1.1531  3.3946  -0.3810
H  -1.2181  6.0975  -0.3315
H  0.1160  5.3195  0.5366
H  -1.2112  3.7639  -3.0996
H  -1.9731  5.2111  -2.4174
N  1.6414  1.4088  1.1954
C  2.2706  1.8195  2.0982
N  2.9476  2.2716  3.0696
C  2.8461  3.7028  3.5075
C  4.1649  4.4027  3.2234
C  5.3310  3.6583  3.8689
C  5.3840  2.2082  3.3952
C  4.0747  1.4932  3.6819
H  2.6306  3.6648  4.5765
H  1.9977  4.1562  2.9958
H  4.0926  5.4213  3.6062
H  4.3150  4.4754  2.1418
H  5.2300  3.6876  4.9572
H  6.2662  4.1604  3.6272
H  6.1837  1.6616  3.8958
H  5.5883  2.1683  2.3219
H  3.8571  1.4668  4.7510
H  4.0397  0.4785  3.2893
C  2.3337  -3.2162  1.0982
C  1.4024  -2.2117  0.9983
N  1.5841  -1.1714  0.1582
C  2.7012  -1.0918  -0.5816
C  3.7030  -2.0526  -0.5132
C  3.4879  -3.1387  0.3303
C  4.9157  -2.0102  -1.3531
C  5.6829  -0.9864  -1.7406
C  5.6367  0.4581  -1.4387
C  6.5207  1.2969  -2.1052
C  6.4799  2.6492  -1.8050
N  5.6343  3.1406  -0.9019
C  4.8482  2.2526  -0.3154
N  4.7849  0.9456  -0.5210
H  2.1537  -4.0522  1.7585
H  0.4850  -2.2236  1.5683
H  2.7759  -0.2503  -1.2502
H  4.2266  -3.9282  0.3874
H  5.2419  -2.9925  -1.6772
H  6.5271  -1.2556  -2.3647
H  7.2244  0.9100  -2.8281
H  7.1382  3.3552  -2.2965
H  4.1687  2.6538  0.4289
O  0.6006  0.3851  -2.1726
S  0.1147  -0.7652  -3.1110
C  -0.7290  0.1030  -4.4753
C  0.1249  -0.0765  -5.7321
C  1.5732  -0.1473  -5.2591
C  1.5547  -1.1674  -4.1293
H  -0.7630  1.1424  -4.1454
H  -1.7412  -0.2891  -4.5566
H  -0.0524  0.7387  -6.4316
H  -0.1507  -1.0042  -6.2351
H  1.9026  0.8231  -4.8802
H  2.2558  -0.4482  -6.0517
H  2.4255  -1.1840  -3.4758
H  1.3694  -2.1786  -4.4980

---

Record 5
The following is a quantum chemistry calculation of C14H17IrN5OS2Te as an isolated structure, from OMol25.

Results
Total charge: +2
2S+1: 2
E_tot (Eh): -2060.8674
F_max (eV Å⁻¹): 0.29
Kohn-Sham gap (spin up / spin down) (eV): 6.27 / 4.76
<S²>: 0.755

Geometry (Å):
Ir  -0.8578  -0.8831  0.4740
N  -5.0043  -2.0776  0.2563
C  -3.8062  -1.4757  0.3454
S  -2.4601  -2.4480  0.9077
N  -3.6917  -0.2292  0.0065
N  -2.4297  0.2979  0.2116
C  -2.3524  1.5888  0.1124
C  -1.1969  2.4145  0.2650
C  -1.4212  3.8054  0.1385
C  -0.4227  4.7201  0.3404
C  0.8492  4.2588  0.6957
C  1.0980  2.9103  0.8139
C  0.0958  1.9577  0.5870
O  0.4274  0.6728  0.7008
H  -5.1246  -3.0281  0.5564
H  -5.8235  -1.5160  0.0919
H  -3.2993  2.0811  -0.0882
H  -2.4191  4.1417  -0.1144
H  -0.6149  5.7782  0.2396
H  1.6470  4.9662  0.8799
H  2.0867  2.5679  1.0903
C  3.7256  -1.7518  3.3410
Te  2.6308  -0.1339  2.5399
C  4.0621  0.3334  1.0667
H  4.5685  -1.3411  3.8966
H  4.0809  -2.3758  2.5243
H  3.0788  -2.3139  4.0091
H  4.3522  -0.5919  0.5746
H  4.9205  0.7800  1.5671
H  3.6212  1.0285  0.3591
S  1.1365  -2.3424  0.2850
C  0.5795  -2.2266  -1.2954
N  1.0805  -2.7185  -2.4442
C  0.4039  -2.6286  -3.6169
C  -0.8155  -2.0148  -3.6511
C  -1.3107  -1.4688  -2.4631
N  -0.6020  -1.5560  -1.3483
H  1.9695  -3.2053  -2.4103
H  0.8810  -3.0674  -4.4817
H  -1.3780  -1.9497  -4.5692
H  -2.2650  -0.9592  -2.3941